C4H8ClN2O4S | the ωB97M-V functional and the def2-TZVPD basis

## Properties
- total charge = -1
- frontier orbital gap (eV) = 8.604
- structure (SMILES) = N[C@@](Cl)(CCC(=O)[O-])S(N)(=O)=O
- spin multiplicity = 1
- E_HOMO (eV) = -5.238

Each line ends with the Löwdin charge.
CARTESIAN COORDINATES (ANGSTROEM)
S1 1.93 0.69 0.01  0.5761
H1 -0.48 -0.31 1.40  0.0681
N1 0.86 2.05 0.03  -0.0790
C1 -0.15 -1.01 -1.07  -0.2014
C2 -1.97 0.62 0.31  -0.7359
H2 -2.18 -1.48 -0.20  0.1122
N2 0.36 -1.14 1.43  -0.0141
Cl1 2.11 -2.17 -0.19  0.6293
C3 -1.62 -0.62 -0.67  -0.0939
H3 0.24 2.10 0.89  0.0737
H4 0.95 -1.03 2.23  0.0659
O1 -2.81 1.38 -0.05  0.0125
C4 0.87 -0.97 0.16  -0.9430
H5 0.25 -0.52 -1.96  0.0984
O2 2.70 0.65 -1.23  -0.3836
O3 2.62 0.91 1.24  -0.3486
H6 -2.22 -0.24 -1.58  0.1205
H7 -0.31 -2.01 -1.45  0.0786
H8 0.23 2.26 -0.73  0.0541
O4 -1.37 0.81 1.41  -0.0900